[1]
124
Properties=species:S:1:pos:R:3 method="wB97M-V/def2-TZVPD" max_force_ev_per_a=0.67 s_squared=0.760 gap_ha="0.217 / 0.208" total_charge=+2 multiplicity=2 molar_mass_da=1316.567
Ru -0.616 -1.227 -0.978
Se 5.198 -1.475 3.378
P 3.369 -0.493 3.513
C 2.291 -1.242 4.754
C 2.520 -0.996 6.108
C 1.820 -1.705 7.071
C 0.912 -2.687 6.693
C 0.704 -2.956 5.349
C 1.387 -2.232 4.383
C 3.545 1.272 3.878
C 2.757 1.946 4.803
C 2.956 3.303 5.032
C 3.937 3.988 4.334
C 4.724 3.318 3.402
C 4.536 1.965 3.178
C 2.400 -0.574 1.938
C 1.194 -0.091 1.419
N 1.083 -0.593 0.156
N 2.175 -1.324 -0.078
N 2.960 -1.310 0.957
P -0.145 0.988 1.881
Se -1.819 0.318 0.672
C 0.271 2.671 1.381
C 1.557 3.163 1.596
C 1.884 4.443 1.173
C 0.934 5.235 0.544
C -0.352 4.751 0.341
C -0.685 3.470 0.753
C -0.522 0.990 3.626
C -0.345 2.146 4.384
C -0.710 2.151 5.722
C -1.255 1.013 6.297
C -1.446 -0.136 5.539
C -1.090 -0.146 4.204
H 3.268 -0.274 6.412
H 2.003 -1.511 8.119
H 0.386 -3.255 7.449
H 0.017 -3.740 5.054
H 1.246 -2.461 3.334
H 1.992 1.417 5.353
H 2.350 3.821 5.765
H 4.107 5.039 4.530
H 5.499 3.850 2.864
H 5.174 1.425 2.488
H 2.311 2.554 2.080
H 2.885 4.819 1.343
H 1.194 6.234 0.219
H -1.101 5.376 -0.130
H -1.689 3.096 0.597
H 0.071 3.038 3.937
H -0.575 3.048 6.312
H -1.545 1.024 7.340
H -1.880 -1.018 5.990
H -1.255 -1.034 3.604
C 1.185 1.600 -1.976
N 2.165 0.626 -2.343
C 3.552 1.046 -2.390
C 4.250 -0.170 -2.981
N 3.214 -1.201 -2.955
C 3.599 -2.487 -3.511
C 2.003 -0.687 -2.609
N 0.828 -1.311 -2.542
C 0.716 -2.667 -3.049
C -0.733 -2.894 -3.382
N -1.567 -2.750 -2.178
C -2.811 -3.214 -2.239
N -3.691 -3.240 -1.179
C -3.747 -2.265 -0.115
C -5.006 -3.698 -1.615
C -4.694 -4.421 -2.901
N -3.432 -3.805 -3.304
C -2.976 -4.181 -4.638
H 1.455 2.072 -1.027
H 0.214 1.131 -1.872
H 1.138 2.374 -2.749
H 3.912 1.291 -1.386
H 3.655 1.933 -3.018
H 5.092 -0.492 -2.370
H 4.605 -0.003 -4.001
H 4.684 -2.544 -3.448
H 3.320 -2.589 -4.562
H 3.206 -3.317 -2.934
H 1.065 -3.388 -2.306
H 1.275 -2.839 -3.966
H -0.819 -3.884 -3.821
H -1.024 -2.144 -4.122
H -2.757 -2.021 0.234
H -4.289 -2.698 0.726
H -4.260 -1.352 -0.432
H -5.671 -2.842 -1.771
H -5.448 -4.348 -0.863
H -5.449 -4.260 -3.668
H -4.570 -5.499 -2.759
H -3.871 -4.354 -5.232
H -2.394 -5.104 -4.638
H -2.419 -3.388 -5.118
C -3.465 1.295 -5.498
N -2.803 2.103 -4.487
C -2.342 1.685 -3.298
Se -2.435 -0.065 -2.651
N -1.829 2.752 -2.662
C -1.942 3.891 -3.454
C -1.561 5.209 -3.255
C -1.836 6.092 -4.285
C -2.468 5.673 -5.463
C -2.848 4.356 -5.653
C -2.568 3.476 -4.619
H -3.422 0.253 -5.196
H -2.955 1.422 -6.451
H -4.505 1.605 -5.595
H -1.477 2.707 -1.721
H -1.076 5.535 -2.345
H -1.559 7.131 -4.178
H -2.663 6.396 -6.242
H -3.339 4.036 -6.562
C -1.682 -4.000 1.591
Te 0.066 -3.346 0.590
C 0.112 -5.095 -0.597
H -2.468 -4.232 0.880
H -2.006 -3.225 2.282
H -1.399 -4.893 2.144
H 0.083 -5.931 0.098
H 1.042 -5.125 -1.157
H -0.746 -5.112 -1.264

---

[2]
115
Properties=species:S:1:pos:R:3 method="wB97M-V/def2-TZVPD" max_force_ev_per_a=3.79 gap_ha=0.151 total_charge=-1 molar_mass_da=781.966
C 1.488 -0.658 -0.054
C 1.077 0.876 0.238
C 2.043 1.911 -0.514
C 1.450 2.315 -1.949
C 2.518 1.994 -3.125
C 1.854 1.406 -4.453
C 1.005 2.453 -5.312
C -0.371 2.913 -4.646
C -1.353 1.723 -4.237
C -2.583 2.406 -3.415
C -3.992 2.163 -4.152
C -4.611 0.714 -3.817
O -3.944 -0.030 -2.744
P -4.876 -1.485 -2.588
C -3.381 -2.668 -2.863
C -2.020 -1.925 -3.274
C -0.861 -2.983 -3.676
C 0.502 -2.128 -3.838
C -0.582 -4.079 -2.549
O -6.420 -0.624 -2.671
C -6.170 0.608 -3.425
C -6.754 1.708 -2.387
C -8.321 1.480 -2.109
F -8.544 0.776 -0.861
H 1.437 -1.197 0.957
H 0.793 -1.122 -0.831
H 2.546 -0.731 -0.480
H 1.097 1.091 1.366
H 0.014 1.092 -0.107
H 3.118 1.519 -0.545
H 2.091 2.885 0.101
H 0.426 1.861 -2.158
H 1.299 3.453 -1.959
H 3.220 2.883 -3.304
H 3.196 1.161 -2.705
H 1.279 0.452 -4.195
H 2.725 1.064 -5.127
H 0.780 1.991 -6.344
H 1.702 3.347 -5.518
H -0.931 3.554 -5.417
H -0.197 3.546 -3.718
H -1.833 1.178 -5.119
H -0.904 0.954 -3.531
H -2.606 2.084 -2.321
H -2.431 3.547 -3.404
H -4.740 2.965 -3.817
H -3.812 2.317 -5.266
H -4.256 0.104 -4.731
H -5.125 -1.712 -4.006
H -5.741 -2.659 -2.429
H -4.826 -1.545 -1.133
H -3.662 -3.360 -3.738
H -3.275 -3.297 -1.903
H -2.197 -1.294 -4.219
H -1.582 -1.299 -2.420
H -1.088 -3.418 -4.703
H 1.440 -2.778 -3.804
H 0.515 -1.369 -2.979
H 0.453 -1.540 -4.811
H -1.513 -4.486 -2.039
H 0.069 -3.609 -1.724
H -0.009 -4.986 -2.969
H -6.745 0.591 -4.422
H -6.588 2.763 -2.782
H -6.230 1.505 -1.387
H -8.910 2.457 -2.038
H -8.768 0.867 -2.960
C 5.818 -0.183 6.169
C 5.005 -0.609 5.120
C 5.022 0.068 3.906
C 5.845 1.184 3.740
C 6.640 1.625 4.798
C 6.634 0.932 6.010
C 7.481 2.835 4.652
O 8.180 3.220 5.575
C 7.452 3.576 3.370
C 8.194 4.751 3.236
C 8.184 5.447 2.031
C 7.440 4.968 0.954
C 6.695 3.801 1.086
C 6.692 3.108 2.298
C 5.868 1.887 2.438
O 5.214 1.469 1.498
H 5.811 -0.718 7.113
H 4.359 -1.472 5.249
H 4.390 -0.271 3.090
H 7.261 1.263 6.832
H 8.778 5.128 4.070
H 8.757 6.363 1.930
H 7.438 5.508 0.013
H 6.114 3.435 0.246
C -0.152 -5.686 6.663
C -1.214 -5.333 7.492
C -2.173 -4.428 7.048
C -2.066 -3.865 5.776
C -0.990 -4.200 4.955
C -0.038 -5.122 5.397
C -0.836 -3.573 3.621
O 0.104 -3.871 2.903
C -1.836 -2.576 3.181
C -1.675 -1.933 1.952
C -2.617 -1.003 1.523
C -3.727 -0.718 2.315
C -3.889 -1.351 3.543
C -2.938 -2.275 3.983
C -3.102 -2.916 5.306
O -4.071 -2.665 6.004
H 0.591 -6.399 7.006
H -1.296 -5.764 8.485
H -3.002 -4.159 7.696
H 0.794 -5.397 4.756
H -0.814 -2.153 1.328
H -2.488 -0.501 0.569
H -4.465 0.003 1.977
H -4.753 -1.122 4.158